No. 1
Here is a molecular structure, C17H34AsBeNO2S3Sb from the Open Molecules 2025 dataset. Energies are from ωB97M-V/def2-TZVPD.

As for the calculated total energy: -4558.52782 Ha. The strongest force on any atom comes out at 3.14 eV/A. As for the molar mass: 586.36 g/mol. The LUMO energy comes out at -2.846 eV. As for the charge: +1. The energy above the lowest of the compared OMol25 structures with the same formula, charge and spin is 1.853 eV.

Each line ends with the Löwdin charge.
Cartesian coordinates (Å):
Be  1.501  2.295  0.468  -0.271
O  0.888  4.324  1.928  -0.100
C  -0.417  3.837  2.142  -0.198
C  -0.946  3.428  0.788  -0.179
C  -2.333  3.550  0.480  0.041
C  -2.710  3.200  -0.840  -0.022
C  -1.791  2.655  -1.691  -0.054
C  -0.558  2.341  -1.233  -0.119
N  -0.088  2.717  -0.014  0.014
H  0.968  5.101  1.386  0.084
H  -0.991  4.551  2.664  0.117
H  -0.438  2.912  2.749  0.108
H  -3.025  3.912  1.230  0.122
H  -3.725  3.378  -1.217  0.128
H  -2.074  2.290  -2.678  0.130
H  -0.067  1.654  -1.858  0.061
C  -2.869  -6.320  0.214  -0.218
C  -3.365  -4.817  0.336  -0.481
Sb  -3.989  -4.290  -1.629  1.356
C  -4.839  -2.292  -1.485  -0.464
C  -4.586  -1.191  -0.391  -0.164
C  -1.999  -3.835  -2.343  -0.480
C  -1.157  -2.736  -1.715  -0.199
H  -2.132  -6.562  0.988  0.057
H  -2.231  -6.503  -0.666  0.040
H  -3.714  -7.031  0.205  0.068
H  -2.568  -4.095  0.717  0.052
H  -4.210  -4.696  1.004  0.024
H  -5.895  -2.515  -1.440  0.013
H  -4.745  -1.883  -2.459  0.011
H  -4.899  -1.631  0.597  0.076
H  -5.214  -0.372  -0.564  0.028
H  -3.522  -0.907  -0.376  0.046
H  -2.266  -3.503  -3.349  0.027
H  -1.389  -4.765  -2.377  0.053
H  -1.636  -1.778  -1.917  0.055
H  -0.196  -2.828  -2.169  0.050
H  -1.021  -2.923  -0.635  0.057
C  1.122  -1.677  2.757  -0.083
O  1.458  -1.448  1.384  -0.159
C  1.551  -0.236  0.971  -1.119
S  1.635  0.182  -0.642  0.763
S  1.530  1.117  2.157  0.748
H  1.363  -2.763  2.907  0.120
H  0.038  -1.405  2.844  0.115
H  1.661  -1.082  3.506  0.063
C  5.117  1.317  -1.446  -0.228
As  4.797  2.594  -0.066  0.746
C  6.253  3.851  -0.103  -0.247
C  4.889  1.498  1.448  -0.265
S  2.973  3.679  -0.352  0.325
H  5.328  1.811  -2.400  0.063
H  4.265  0.738  -1.559  -0.035
H  5.866  0.661  -1.022  0.053
H  7.249  3.418  0.077  0.052
H  6.211  4.757  0.578  0.075
H  6.258  4.218  -1.121  0.032
H  4.261  0.614  1.387  0.024
H  4.506  2.137  2.299  0.071
H  5.918  1.351  1.544  0.022

***

No. 2
Here is 3 unconnected molecules or ions with the total composition C17H34BrO5S2 from the Open Molecules 2025 dataset. Energies are from ωB97M-V/def2-TZVPD.

As for the calculated total energy: -4414.65623 Ha. The strongest force on any atom comes out at 0.68 eV/A. As for the molar mass: 462.49 g/mol. The LUMO energy comes out at 2.229 eV. As for the charge: -1. The energy above the lowest of the compared OMol25 structures with the same formula, charge and spin is 0.265 eV.

Each line ends with the Löwdin charge.
Cartesian coordinates (Å):
C  -2.553  3.935  -2.879  -0.069
C  -1.848  3.212  -4.013  -0.277
O  -1.279  1.982  -3.641  -0.160
C  -2.193  0.974  -3.279  -0.225
C  -1.856  0.322  -1.932  -0.181
C  -0.459  0.621  -1.404  -0.202
C  -0.300  1.991  -0.719  -0.229
C  0.678  1.992  0.481  -0.366
C  2.056  2.612  0.313  -0.701
C  2.731  2.034  -0.937  -0.290
Br  1.725  4.584  -0.107  0.353
H  -2.016  3.783  -1.947  0.065
H  -2.608  4.997  -3.107  0.071
H  -3.576  3.585  -2.746  0.064
H  -2.522  3.076  -4.866  0.111
H  -1.016  3.820  -4.361  0.116
H  -3.213  1.360  -3.246  0.107
H  -2.184  0.207  -4.060  0.111
H  -2.584  0.634  -1.183  0.104
H  -1.966  -0.759  -2.045  0.089
H  0.257  0.544  -2.222  0.109
H  -0.198  -0.150  -0.676  0.092
H  0.031  2.704  -1.470  0.062
H  -1.296  2.324  -0.412  0.095
H  0.174  2.444  1.336  0.076
H  0.886  0.957  0.747  0.051
H  2.471  2.548  -1.870  0.033
H  3.820  2.056  -0.844  0.030
H  2.430  0.988  -1.042  0.052
C  4.822  0.330  2.624  -0.215
C  4.950  -0.967  3.441  -0.222
C  3.804  -1.891  3.006  -0.225
S  3.431  -1.439  1.302  0.654
O  2.123  -0.851  1.266  -0.314
O  3.793  -2.523  0.418  -0.341
C  4.606  -0.100  1.180  -0.222
H  5.705  0.959  2.720  0.113
H  3.959  0.908  2.960  0.118
H  5.910  -1.443  3.228  0.109
H  4.908  -0.776  4.513  0.107
H  4.063  -2.946  3.035  0.093
H  2.899  -1.714  3.584  0.102
H  4.170  0.677  0.551  0.064
H  5.516  -0.501  0.731  0.107
C  -4.293  -3.577  0.583  -0.226
C  -2.854  -3.987  0.241  -0.213
C  -1.926  -2.886  0.769  -0.205
S  -2.773  -2.156  2.179  0.656
O  -3.110  -0.793  1.871  -0.311
O  -2.086  -2.491  3.400  -0.328
C  -4.266  -3.141  2.044  -0.237
H  -4.997  -4.394  0.424  0.109
H  -4.601  -2.740  -0.047  0.118
H  -2.620  -4.935  0.730  0.113
H  -2.717  -4.126  -0.830  0.112
H  -0.964  -3.264  1.103  0.106
H  -1.772  -2.089  0.043  0.086
H  -5.112  -2.529  2.344  0.103
H  -4.158  -3.992  2.717  0.102

***

No. 3
Here is a molecular structure, C17H34ClGeN4O5RuSSe from the Open Molecules 2025 dataset. Energies are from ωB97M-V/def2-TZVPD.

As for the spin multiplicity: 2. Its expectation value of S² is 0.9492. As for the calculated total energy: -6694.15205 Ha. The strongest force on any atom comes out at 1.78 eV/A. As for the molar mass: 694.64 g/mol. The LUMO energy (alpha / beta) comes out at -8.697 / -7.681 eV. As for the charge: +2. The energy above the lowest of the compared OMol25 structures with the same formula, charge and spin is 0.706 eV.

Each line ends with the Mulliken spin population.
Cartesian coordinates (Å):
Ru  0.271  0.407  -1.014  1.262
O  -1.253  1.633  -4.644  0.002
Cl  -0.760  1.141  -3.427  -0.013
O  -1.395  -0.109  -3.008  0.004
O  -0.950  2.077  -2.310  0.049
O  0.671  0.849  -3.478  0.013
N  1.296  -1.810  -4.057  -0.004
C  0.955  -2.258  -2.864  0.014
S  1.714  -1.513  -1.464  -0.035
N  0.119  -3.283  -2.790  -0.006
C  -0.325  -4.077  -1.679  -0.002
C  -1.602  -4.620  -1.784  -0.001
C  -2.088  -5.444  -0.781  0.001
C  -1.299  -5.742  0.321  -0.001
C  -0.024  -5.201  0.421  0.001
C  0.471  -4.376  -0.580  -0.002
H  1.804  -0.944  -4.130  0.001
H  0.918  -2.209  -4.904  0.001
H  -0.306  -3.563  -3.666  0.000
H  -2.213  -4.406  -2.655  0.001
H  -3.081  -5.864  -0.869  0.000
H  -1.664  -6.419  1.083  0.000
H  0.612  -5.459  1.258  0.000
H  1.492  -4.031  -0.532  0.003
C  -1.077  2.539  0.925  0.030
Ge  -2.594  1.494  1.599  -0.018
C  -2.008  0.490  3.169  -0.004
C  -4.201  2.546  1.881  -0.002
C  -3.048  0.240  0.061  -0.009
Se  -1.748  -1.083  -0.375  -0.276
C  -2.046  -2.319  1.084  0.008
H  -0.549  3.034  1.740  0.002
H  -1.390  3.291  0.202  -0.001
H  -0.364  1.859  0.438  -0.026
H  -1.752  1.213  3.945  0.000
H  -1.128  -0.122  2.967  0.002
H  -2.805  -0.140  3.565  0.000
H  -4.025  3.256  2.690  0.000
H  -5.036  1.906  2.164  0.000
H  -4.466  3.101  0.981  0.000
H  -3.155  0.856  -0.834  0.002
H  -3.997  -0.260  0.263  -0.009
H  -2.392  -1.791  1.966  0.000
H  -1.124  -2.860  1.285  -0.001
H  -2.812  -3.009  0.734  -0.013
C  2.876  4.202  -0.061  0.000
N  2.773  2.758  -0.282  -0.002
C  2.502  2.373  -1.657  0.015
C  2.473  1.877  0.697  0.003
O  1.754  0.837  0.486  0.017
N  2.950  2.066  1.929  -0.002
C  2.470  1.220  3.021  0.000
C  4.142  2.861  2.230  0.000
H  2.173  4.711  -0.723  0.000
H  3.874  4.572  -0.297  0.000
H  2.629  4.465  0.962  0.000
H  3.131  2.957  -2.327  0.001
H  1.461  2.577  -1.933  -0.004
H  2.734  1.322  -1.815  -0.001
H  1.446  0.912  2.835  0.000
H  2.516  1.789  3.947  0.000
H  3.087  0.326  3.125  0.000
H  4.697  3.092  1.328  0.000
H  4.787  2.282  2.890  0.000
H  3.880  3.785  2.747  0.000

***

No. 4
Here is 3 unconnected molecules or ions with the total composition C17H34ClNO3Si from the Open Molecules 2025 dataset. Energies are from ωB97M-V/def2-TZVPD.

As for the calculated total energy: -1698.08282 Ha. The strongest force on any atom comes out at 3.96 eV/A. As for the molar mass: 364.00 g/mol. The LUMO energy comes out at 0.756 eV. The SMILES is C[C@H](Cl)C[SiH2]CCCNCc1ccccc1O.CCO.CCO.

Each line ends with the Löwdin charge.
Cartesian coordinates (Å):
C  -3.975  -2.893  -3.539  -0.143
C  -3.420  -3.234  -2.069  -0.724
Cl  -3.991  -2.007  -0.783  0.507
C  -1.838  -3.499  -1.989  -0.364
Si  -0.739  -1.966  -2.356  0.650
C  -0.738  -0.659  -0.914  -0.325
C  0.767  -0.564  -0.316  -0.255
C  1.453  0.868  -0.534  -0.249
N  1.217  1.851  0.563  -0.095
C  1.777  1.403  1.871  -0.201
C  1.771  2.706  2.833  -0.079
C  2.772  3.856  2.515  -0.026
C  2.820  5.168  3.348  -0.064
C  1.818  5.325  4.542  -0.075
C  0.832  4.180  4.877  -0.016
C  0.802  2.881  4.031  -0.204
O  -0.129  1.843  4.362  -0.047
H  -3.361  -2.129  -4.120  0.056
H  -4.118  -3.845  -4.175  0.088
H  -5.017  -2.415  -3.390  0.076
H  -3.926  -4.224  -1.755  0.082
H  -1.609  -4.377  -2.699  0.090
H  -1.582  -3.867  -0.926  0.085
H  0.623  -2.495  -2.616  -0.040
H  -1.143  -1.321  -3.628  -0.049
H  -1.437  -1.001  -0.060  0.049
H  -1.089  0.337  -1.357  0.075
H  1.394  -1.322  -0.925  0.063
H  0.761  -0.938  0.760  0.098
H  0.960  1.320  -1.480  0.120
H  2.578  0.778  -0.801  0.116
H  1.729  2.713  0.291  0.096
H  2.803  0.903  1.814  0.123
H  1.016  0.671  2.339  0.112
H  3.493  3.733  1.609  0.082
H  3.552  6.004  3.056  0.081
H  1.781  6.274  5.173  0.082
H  0.094  4.303  5.737  0.096
H  0.311  1.305  5.057  0.111
C  6.454  5.898  -0.681  -0.093
C  5.658  5.830  0.607  -0.321
O  5.317  4.480  0.904  -0.116
H  5.879  5.476  -1.509  0.078
H  6.717  6.930  -0.923  0.075
H  7.373  5.310  -0.599  0.073
H  4.731  6.399  0.514  0.114
H  6.233  6.239  1.444  0.111
H  6.142  3.985  0.995  0.093
C  -6.037  -8.007  -1.053  -0.096
C  -6.095  -6.694  -1.808  -0.325
O  -5.092  -6.661  -2.816  -0.098
H  -5.054  -8.142  -0.593  0.077
H  -6.799  -8.043  -0.271  0.075
H  -6.190  -8.851  -1.732  0.072
H  -5.921  -5.856  -1.130  0.108
H  -7.073  -6.559  -2.280  0.109
H  -5.258  -7.401  -3.415  0.082

***

Q: Among the records above, which one has the highest strongest force on any atom?
A: C17H34ClNO3Si

***

Q: The highest calculated total energy belongs to which entry?
A: C17H34ClNO3Si